1.
Entry from OMol25: C36H61N14OSSn as an isolated structure (ωB97M-V/def2-TZVPD).

XYZ file:
```
114
Properties=species:S:1:pos:R:3:lowdin_charge:R:1
Sn -0.564 -0.116 0.215 1.39
C 4.820 1.606 0.511 -0.06
N 3.417 1.750 0.856 -0.14
C 2.993 1.062 2.058 -0.05
C 2.542 2.507 0.117 -0.39
N 1.285 2.214 0.096 0.02
C 0.302 3.243 -0.173 -0.22
C -0.682 3.219 0.989 -0.17
N -1.740 2.179 0.842 -0.16
C -2.354 1.868 2.169 -0.18
C -1.369 1.363 3.201 -0.22
N -0.713 0.168 2.708 -0.01
C -0.120 -0.610 3.560 -0.41
N 0.251 -0.203 4.822 -0.15
C 0.128 -1.095 5.966 -0.05
C 0.931 1.058 5.055 -0.05
N 0.201 -1.905 3.223 -0.15
C -0.765 -2.811 2.620 -0.06
C 1.404 -2.535 3.739 -0.05
C -2.818 2.736 -0.029 -0.18
C -3.046 0.901 -1.756 -0.26
N -1.729 0.299 -1.846 0.02
C -1.357 -0.223 -2.988 -0.38
N -2.194 -0.686 -3.965 -0.14
C -3.342 -1.545 -3.718 -0.02
C -1.879 -0.494 -5.375 -0.05
N -0.033 -0.255 -3.321 -0.14
C 0.546 -1.426 -3.964 -0.04
C 0.905 0.719 -2.784 -0.09
N 3.105 3.556 -0.588 -0.17
C 2.714 3.843 -1.953 -0.05
C 4.104 4.434 -0.009 -0.06
H 5.104 0.555 0.600 0.09
H 5.475 2.187 1.167 0.09
H 4.991 1.916 -0.517 0.09
H 3.291 0.013 2.021 0.08
H 1.912 1.111 2.152 0.04
H 3.460 1.514 2.943 0.09
H -0.251 3.028 -1.096 0.10
H 0.736 4.243 -0.259 0.12
H -1.155 4.199 1.121 0.13
H -0.098 3.010 1.878 0.10
H -3.114 1.102 2.017 0.12
H -2.845 2.760 2.577 0.14
H -1.921 1.172 4.126 0.14
H -0.649 2.148 3.429 0.08
H -0.442 -1.978 5.691 0.09
H -0.408 -0.585 6.769 0.10
H 1.103 -1.406 6.353 0.09
H 1.340 1.442 4.122 0.06
H 1.761 0.887 5.744 0.10
H 0.281 1.820 5.495 0.09
H -1.652 -2.268 2.307 0.06
H -1.043 -3.590 3.341 0.10
H -0.344 -3.307 1.741 0.08
H 2.052 -1.799 4.209 0.09
H 1.953 -2.994 2.913 0.07
H 1.175 -3.323 4.463 0.09
H -2.696 3.820 -0.069 0.13
H -3.768 2.564 0.482 0.12
H -3.491 0.883 -2.750 0.15
H -3.797 0.591 0.221 0.11
H -3.369 -1.852 -2.679 0.07
H -3.252 -2.440 -4.341 0.10
H -4.283 -1.049 -3.965 0.10
H -1.107 0.262 -5.495 0.10
H -2.779 -0.154 -5.891 0.10
H -1.549 -1.422 -5.852 0.09
H -0.203 -2.209 -4.059 0.10
H 1.362 -1.814 -3.352 0.08
H 0.940 -1.190 -4.956 0.09
H 0.388 1.666 -2.636 0.07
H 1.700 0.866 -3.521 0.10
H 1.353 0.410 -1.838 0.01
H 1.999 3.098 -2.298 0.06
H 3.591 3.815 -2.607 0.09
H 2.259 4.833 -2.049 0.09
H 4.253 4.194 1.041 0.09
H 3.764 5.472 -0.075 0.09
H 5.066 4.363 -0.528 0.09
O -2.234 -1.415 0.413 -0.36
C -3.344 -1.937 -0.099 -0.36
C -3.541 -3.323 -0.017 -0.02
C -4.678 -3.920 -0.535 -0.09
C -5.656 -3.147 -1.149 -0.09
C -5.470 -1.774 -1.241 -0.07
C -4.329 -1.159 -0.739 -0.15
C -4.113 0.329 -0.792 -0.21
N -2.916 2.345 -1.445 -0.05
C -4.138 2.991 -1.887 -0.12
C -5.284 2.338 -1.688 -0.12
N -5.331 1.048 -1.176 0.04
H -2.768 -3.917 0.459 0.11
H -4.803 -4.994 -0.458 0.10
H -6.549 -3.606 -1.556 0.10
H -6.222 -1.175 -1.742 0.11
H -4.073 3.976 -2.332 0.11
H -6.238 2.755 -1.989 0.12
H -6.175 0.768 -0.704 0.13
N 5.498 -5.433 -0.481 0.10
C 5.840 -4.150 -0.664 -0.85
S 7.395 -3.635 -0.801 0.69
C 4.696 -3.189 -0.683 -0.24
C 3.631 -3.316 0.203 -0.01
C 2.616 -2.370 0.170 -0.15
N 2.589 -1.349 -0.683 0.05
C 3.614 -1.239 -1.533 -0.14
C 4.684 -2.116 -1.567 -0.03
H 6.229 -6.124 -0.467 0.10
H 4.541 -5.737 -0.525 0.11
H 3.612 -4.110 0.941 0.11
H 1.783 -2.426 0.868 0.07
H 3.587 -0.390 -2.213 0.11
H 5.508 -1.976 -2.256 0.10
```

E_HOMO ... -9.547 eV
F_max ... 0.577 eV Å⁻¹
Charge ... +1
Relative energy (zero: lowest compared OMol25 entry of this formula, charge and spin) ... 1.014 eV
Gap between HOMO and LUMO ... 7.38 eV

***

2.
Entry from OMol25: C26H39N3NiSSi2 as an isolated structure (ωB97M-V/def2-TZVPD).

XYZ file:
```
72
Properties=species:S:1:pos:R:3:lowdin_charge:R:1
Ni 0.456 0.219 -0.220 0.28
C 3.296 3.345 0.319 -0.17
Si 3.474 1.769 -0.718 0.48
C 5.329 1.401 -0.742 -0.18
C 2.977 2.111 -2.506 -0.17
C 2.437 0.386 -0.008 -0.38
C 2.356 0.275 1.462 -0.37
C 3.384 0.537 2.377 -0.03
C 3.163 0.352 3.726 -0.06
C 1.921 -0.091 4.167 -0.08
C 0.944 -0.310 3.212 -0.14
N 1.144 -0.119 1.915 0.07
Si 2.506 -1.303 -0.831 0.45
C 2.005 -1.271 -2.650 -0.17
C 1.416 -2.557 0.078 -0.16
C 4.242 -2.047 -0.785 -0.17
H 4.250 3.868 0.387 0.03
H 2.969 3.128 1.335 0.02
H 2.575 4.035 -0.114 0.02
H 5.864 2.238 -1.191 0.03
H 5.564 0.512 -1.321 0.01
H 5.734 1.258 0.259 0.02
H 3.125 3.163 -2.753 0.03
H 1.929 1.869 -2.673 0.01
H 3.577 1.528 -3.204 0.02
H 4.347 0.867 2.015 0.10
H 3.958 0.542 4.435 0.11
H 1.717 -0.258 5.214 0.10
H -0.051 -0.629 3.506 0.10
H 1.030 -0.807 -2.800 0.01
H 1.966 -2.289 -3.039 0.03
H 2.725 -0.716 -3.247 0.02
H 0.351 -2.322 0.131 0.01
H 1.770 -2.694 1.100 0.03
H 1.513 -3.506 -0.452 0.04
H 4.930 -1.502 -1.425 0.01
H 4.237 -3.085 -1.116 0.03
H 4.643 -2.023 0.229 0.03
C -0.392 3.844 1.014 -0.08
C -0.944 2.582 0.353 -0.48
C -2.334 2.863 -0.214 -0.08
C 0.029 2.042 -0.709 -0.15
H -1.064 4.216 1.789 0.07
H -0.260 4.634 0.273 0.08
H 0.578 3.651 1.469 0.06
H -1.056 1.839 1.155 0.10
H -2.269 3.598 -1.018 0.08
H -3.004 3.259 0.551 0.08
H -2.792 1.970 -0.626 0.04
H 0.946 2.627 -0.717 0.01
H -0.391 2.084 -1.725 0.06
S -5.960 -0.805 -0.799 1.00
C -4.187 -0.697 -0.664 -0.51
C -3.554 -0.765 0.572 -0.05
C -2.179 -0.647 0.620 -0.09
N -1.429 -0.442 -0.471 0.02
C -2.044 -0.363 -1.656 -0.10
C -3.413 -0.501 -1.799 -0.06
C -6.148 -2.510 -0.307 -0.53
C -5.957 -3.534 -1.222 -0.07
C -6.108 -4.841 -0.787 -0.14
N -6.435 -5.171 0.458 0.06
C -6.630 -4.181 1.319 -0.14
C -6.503 -2.839 0.992 -0.09
H -4.118 -0.910 1.481 0.11
H -1.640 -0.712 1.557 0.11
H -1.407 -0.202 -2.515 0.12
H -3.867 -0.438 -2.776 0.11
H -5.695 -3.318 -2.248 0.11
H -5.961 -5.664 -1.476 0.11
H -6.902 -4.471 2.328 0.11
H -6.685 -2.070 1.729 0.10
```

E_HOMO (spin up / spin down) ... -7.220 / -7.216 eV
F_max ... 0.549 eV Å⁻¹
Charge ... 0
Relative energy (zero: lowest compared OMol25 entry of this formula, charge and spin) ... 0.000 eV
Gap between HOMO and LUMO (spin up / spin down) ... 6.82 / 6.81 eV

***

3.
Entry from OMol25: C18H17BF2N6OOsSSe as an isolated structure (ωB97M-V/def2-TZVPD).

XYZ file:
```
48
Properties=species:S:1:pos:R:3:lowdin_charge:R:1
Os 0.219 1.234 1.357 1.15
N -0.774 5.020 0.033 0.23
C -0.162 3.897 0.375 -0.49
O -0.805 2.820 0.446 -0.13
C 1.319 3.874 0.645 -0.15
C 1.645 2.683 1.556 -0.27
H -1.761 5.009 -0.172 0.14
H -0.272 5.888 -0.047 0.14
H 1.675 4.831 1.031 0.13
H 1.802 3.729 -0.327 0.13
H 1.447 2.960 2.605 0.05
H 2.697 2.405 1.490 0.07
F -0.290 2.235 3.603 0.23
B 0.000 1.478 4.630 -0.77
F -0.465 1.738 5.825 0.27
S -0.261 -2.194 -4.263 1.03
C -0.137 -1.263 -2.756 -0.48
C 0.299 0.058 -2.778 -0.03
C 0.421 0.760 -1.599 -0.08
N 0.145 0.213 -0.403 -0.14
C -0.278 -1.067 -0.378 -0.12
C -0.436 -1.825 -1.518 -0.03
C -2.023 -2.500 -4.210 -0.52
C -2.521 -3.685 -3.689 -0.08
C -3.900 -3.862 -3.676 -0.12
N -4.752 -2.958 -4.138 0.08
C -4.263 -1.840 -4.657 -0.12
C -2.904 -1.559 -4.721 -0.07
H 0.539 0.541 -3.715 0.12
H 0.734 1.794 -1.583 0.12
H -0.510 -1.477 0.599 0.12
H -0.784 -2.845 -1.441 0.12
H -1.862 -4.461 -3.325 0.11
H -4.329 -4.775 -3.279 0.12
H -4.985 -1.131 -5.046 0.12
H -2.550 -0.640 -5.166 0.11
Se 1.359 -0.365 6.233 1.48
N 2.378 -1.522 5.485 -0.17
C 2.380 -1.423 4.172 -0.31
C 3.168 -2.252 3.323 0.06
C 3.080 -1.983 2.000 0.01
C 2.212 -0.965 1.528 -0.05
N 1.415 -0.183 2.271 -0.06
C 1.539 -0.395 3.610 -0.24
N 0.934 0.333 4.576 -0.08
H 3.797 -3.021 3.748 0.15
H 3.657 -2.537 1.274 0.13
H 2.161 -0.772 0.468 0.12
```

E_HOMO (spin up / spin down) ... -13.423 / -13.422 eV
F_max ... 0.477 eV Å⁻¹
Charge ... +2
Gap between HOMO and LUMO (spin up / spin down) ... 4.57 / 4.57 eV

***

4.
Entry from OMol25: an isolated ion of composition C10H13F3N3O3 and charge +1 at a distorted geometry (ωB97M-V/def2-TZVPD).

XYZ file:
```
32
Properties=species:S:1:pos:R:3:lowdin_charge:R:1
C 4.242 1.341 -0.687 0.01
C 3.122 0.805 0.276 -0.41
O 3.230 1.054 1.443 0.13
N 2.048 0.001 -0.315 0.10
C 2.356 -1.439 -0.346 -0.39
C 3.756 -1.991 -0.761 0.04
O 1.503 -2.215 -0.019 0.12
C 0.807 0.146 0.383 -0.18
C -0.505 0.115 -0.230 0.10
N -1.390 0.245 0.821 -0.05
C -2.882 0.247 0.869 -0.02
C -3.573 0.372 -0.528 -0.20
O -3.858 1.773 -0.715 0.00
C -4.933 -0.408 -0.656 -0.50
F -6.009 0.400 -0.560 0.16
F -5.053 -1.476 0.173 0.14
F -4.968 -0.919 -1.944 0.10
C -0.795 0.371 2.042 0.03
N 0.535 0.297 1.720 0.16
H 5.185 0.806 -0.386 0.09
H 4.043 1.111 -1.757 0.09
H 4.452 2.423 -0.500 0.10
H 3.736 -2.118 -1.870 0.11
H 4.612 -1.382 -0.397 0.08
H 3.835 -3.011 -0.308 0.11
H -0.781 -0.018 -1.288 0.15
H -3.189 -0.650 1.459 0.15
H -3.180 1.137 1.485 0.16
H -2.937 0.077 -1.394 0.15
H -3.406 2.067 -1.524 0.12
H -1.230 0.481 3.048 0.18
H 1.226 0.360 2.467 0.17
```

E_HOMO ... -13.683 eV
F_max ... 4.067 eV Å⁻¹
Charge ... +1
Relative energy (zero: lowest compared OMol25 entry of this formula, charge and spin) ... 1.307 eV
SMILES ... CC(=O)N(C(C)=O)c1cn(C[C@H](O)C(F)(F)F)c[nH+]1
Gap between HOMO and LUMO ... 10.40 eV

***

5.
Entry from OMol25: C48H48F4N3O4Ti as an isolated structure at a distorted geometry (ωB97M-V/def2-TZVPD).

XYZ file:
```
108
Properties=species:S:1:pos:R:3:lowdin_charge:R:1
Ti 12.684 12.554 13.380 1.13
C 10.322 13.592 16.011 -0.06
C 11.319 14.682 15.753 -0.24
N 12.543 14.291 15.004 -0.20
C 13.315 15.524 14.533 -0.19
C 12.473 16.758 14.172 -0.05
C 13.464 13.564 15.924 -0.17
C 14.799 13.220 15.224 -0.18
N 14.588 12.823 13.825 -0.10
C 15.812 12.516 13.186 -0.12
C 15.917 12.625 11.788 -0.15
F 14.851 13.059 11.136 0.08
C 17.097 12.343 11.082 -0.17
F 17.099 12.480 9.734 0.09
C 18.254 11.909 11.695 0.09
C 18.176 11.860 13.045 -0.21
F 19.271 11.571 13.785 0.10
C 17.044 12.154 13.770 -0.16
F 17.175 11.968 15.076 0.10
H 9.352 14.037 16.363 0.12
H 10.737 13.009 16.809 0.05
H 10.205 12.862 15.215 0.05
H 11.580 15.207 16.695 0.15
H 10.816 15.412 15.175 0.07
H 13.946 15.182 13.694 0.11
H 13.997 15.855 15.350 0.13
H 11.812 16.600 13.352 0.04
H 13.176 17.531 13.938 0.08
H 11.935 17.096 15.029 0.07
H 13.022 12.642 16.285 0.08
H 13.681 14.184 16.773 0.13
H 15.296 12.452 15.797 0.12
H 15.403 14.123 15.209 0.12
H 19.165 11.718 11.177 0.14
C 8.563 7.759 12.834 0.04
C 10.111 7.583 12.932 -0.51
C 10.616 6.154 12.911 0.02
O 10.721 8.336 11.862 -0.02
C 11.665 9.205 12.421 -0.12
C 10.999 9.463 13.854 -0.20
O 10.563 8.175 14.158 -0.02
C 11.809 10.017 14.990 -0.29
O 12.118 11.370 14.543 -0.23
C 10.977 10.155 16.295 -0.14
C 11.614 10.664 17.416 -0.06
C 10.917 10.910 18.577 -0.07
C 9.591 10.484 18.673 -0.08
C 8.977 9.867 17.608 -0.07
C 9.654 9.702 16.415 0.00
C 13.052 9.146 15.287 -0.11
C 14.277 9.414 14.604 -0.03
C 15.358 8.569 14.716 -0.07
C 15.261 7.375 15.455 -0.06
C 14.068 7.089 16.136 -0.05
C 12.968 7.966 16.038 0.00
C 11.739 10.399 11.423 -0.28
O 12.541 11.460 11.973 -0.20
C 10.291 11.016 11.183 -0.08
C 9.650 11.751 12.194 -0.09
C 8.371 12.224 12.065 -0.10
C 7.662 11.960 10.930 -0.07
C 8.263 11.269 9.881 -0.05
C 9.546 10.760 10.018 0.00
C 12.331 10.123 10.061 -0.16
C 12.631 8.869 9.571 -0.03
C 13.106 8.724 8.302 -0.10
C 13.364 9.753 7.442 -0.05
C 13.060 11.072 7.922 -0.04
C 12.569 11.224 9.208 -0.04
H 8.233 7.349 11.914 0.08
H 8.272 8.828 12.866 0.09
H 8.090 7.247 13.667 0.09
H 10.275 5.583 12.007 0.11
H 10.166 5.589 13.745 0.10
H 11.677 6.116 13.116 0.09
H 12.642 8.702 12.577 0.17
H 10.151 10.157 13.742 0.14
H 12.646 10.959 17.352 0.11
H 11.368 11.336 19.482 0.12
H 9.030 10.619 19.611 0.12
H 7.927 9.631 17.683 0.11
H 9.179 9.173 15.613 0.11
H 14.347 10.338 14.083 0.07
H 16.286 8.843 14.202 0.11
H 16.077 6.655 15.473 0.11
H 14.011 6.198 16.721 0.10
H 12.067 7.715 16.509 0.10
H 10.113 11.933 13.172 0.08
H 7.941 12.709 12.905 0.11
H 6.656 12.335 10.817 0.11
H 7.721 11.110 8.950 0.11
H 9.991 10.237 9.176 0.13
H 12.444 7.980 10.152 0.12
H 13.370 7.695 8.016 0.12
H 13.803 9.558 6.489 0.10
H 13.191 11.931 7.288 0.10
H 12.341 12.201 9.642 0.11
C 10.505 16.082 10.714 -0.02
C 11.800 15.676 10.475 -0.03
C 12.357 14.686 11.218 -0.09
N 11.676 14.175 12.268 -0.01
C 10.444 14.590 12.554 -0.14
C 9.789 15.517 11.763 -0.01
H 9.982 16.755 10.060 0.12
H 12.315 16.161 9.661 0.12
H 13.304 14.217 11.017 0.10
H 9.960 14.270 13.473 0.11
H 8.780 15.799 12.004 0.12
```

E_HOMO ... -11.009 eV
F_max ... 2.472 eV Å⁻¹
Charge ... +1
Relative energy (zero: lowest compared OMol25 entry of this formula, charge and spin) ... 0.000 eV
Gap between HOMO and LUMO ... 8.12 eV

***

Question: Which value of charge does entry 3 give?
Answer: +2

***

Question: What is the charge in the fifth record?
Answer: +1